No. 1
Computed, not measured: 2 unconnected molecules or ions with the total composition C3H4ClNO2, with ωB97M-V/def2-TZVPD.

```
! RIJCOSX wB97M-V def2-TZVPD def2/J DEFGRID3
* xyz 0 1
C -0.67719 -0.49809 0.82317
O 1.61974 2.12423 -0.45165
H 3.80510 1.38286 -0.45968
H -1.25256 -0.32621 1.72771
C 3.67036 0.25011 -0.64417
H 0.06011 -1.28875 0.80482
Cl 3.39305 -0.63235 0.86419
O 3.65604 -0.28707 -1.70912
N 0.79455 1.36526 -0.00182
H -1.45784 -0.71673 -0.04727
C -0.02429 0.69671 0.47355
*
```

Properties
gap between HOMO and LUMO = 0.3762 hartree
SMILES = CC#[N+][O-].O=CCl
lowest unoccupied orbital energy = 0.49 eV

No. 2
Computed, not measured: a molecular structure, C3H4ClNOS, with ωB97M-V/def2-TZVPD.

```
! RIJCOSX wB97M-V def2-TZVPD def2/J DEFGRID3
* xyz 0 1
H -0.16657 -0.08103 1.46108
Cl 2.14945 1.75364 0.45216
N -0.90996 -2.67672 -0.19732
C -0.30008 -0.26789 0.40163
O 2.59091 -1.05949 0.35557
H -0.55922 1.77925 -0.17899
S 1.81954 -0.11537 -0.40083
C -1.00043 0.80664 -0.38835
H -0.91925 0.60505 -1.45506
H -2.05915 0.85145 -0.13171
C -0.64526 -1.59554 0.08182
*
```

Properties
gap between HOMO and LUMO = 0.3272 hartree
lowest unoccupied orbital energy = -0.79 eV

No. 3
Computed, not measured: 2 unconnected molecules or ions with the total composition C3H4ClNS, with ωB97M-V/def2-TZVPD.

```
! RIJCOSX wB97M-V def2-TZVPD def2/J DEFGRID3
* xyz 0 1
C 0.57134 0.46166 0.39002
H 1.49643 -1.16959 -0.40820
S -1.83099 0.85219 -0.18939
H 0.50130 -0.62452 -1.56923
C -2.54830 -0.33133 0.68183
N -2.91990 -1.19633 1.39959
C 1.17622 -0.19706 -0.82345
H 0.50294 -0.26466 1.17275
H 1.97207 0.46758 -1.35014
Cl 1.07889 2.00207 0.69621
*
```

Properties
gap between HOMO and LUMO (spin up / spin down) = 0.2813 / 0.2814 hartree
lowest unoccupied orbital energy (spin up / spin down) = -1.58 / -1.58 eV

No. 4
Computed, not measured: 2 unconnected molecules or ions with the total composition C3H4ClNS, with ωB97M-V/def2-TZVPD.

```
! RIJCOSX wB97M-V def2-TZVPD def2/J DEFGRID3
* xyz 0 1
H 1.64847 0.71406 -1.24010
H 2.03238 -0.89365 -0.97836
Cl 0.93641 1.66869 1.07118
S -1.84564 0.49958 -0.36397
C 1.19534 -0.18500 -0.96594
H 0.43240 -0.25194 -1.71642
N -2.66005 -0.88921 1.87631
H 0.06051 -0.51907 1.01364
C -2.34927 -0.32667 0.95794
C 0.54945 0.18323 0.34572
*
```

Properties
gap between HOMO and LUMO (spin up / spin down) = 0.2817 / 0.2818 hartree
lowest unoccupied orbital energy (spin up / spin down) = -1.63 / -1.63 eV

M for every record listed, in sequence, given in g/mol: 121.5; 137.6; 121.6; 121.6.
ΔE to the lowest compared entry with this formula, charge and spin for every record listed, in sequence, given in kcal per mole: 80.1; 33.6; 48.1; 46.7.